The following is a quantum chemistry calculation of one molecule with the formula CH3IOP2 at a distorted geometry, from OMol25.

- total charge = 0
- structure (SMILES) = O[P@]1(I)=PC1
- gap between HOMO and LUMO (spin up / spin down) (eV) = 6.617 / 5.853
- HOMO level (spin up / spin down) (eV) = -8.63 / -7.67

Geometry as XYZ:
```
8
Properties=species:S:1:pos:R:3:forces:R:3
O -0.158533 -0.345179 1.479931 -1.859 -0.917 2.471
P -0.585956 0.924141 0.595818 0.912 0.678 -1.574
I -3.061771 0.187137 0.052660 0.229 0.086 -0.046
P 1.240813 2.099276 0.069184 -0.197 -0.040 0.674
C 0.624497 0.619690 -0.769719 -0.524 -2.202 -3.163
H -0.900232 -0.519096 2.162103 1.776 0.242 -1.429
H 0.379027 0.740335 -1.986990 0.354 -0.403 3.413
H 1.081351 -0.473028 -0.584415 -0.692 2.556 -0.347
```
Positions in Å, forces in eV/Å.

---

The following is a quantum chemistry calculation of a 2-piece molecular cluster, CH3IOP2 overall at a distorted geometry, from OMol25.

- total charge = 0
- multiplicity = 3
- gap between HOMO and LUMO (spin up / spin down) (eV) = 3.810 / 4.072
- HOMO level (spin up / spin down) (eV) = -4.30 / -8.40

Geometry as XYZ:
```
8
Properties=species:S:1:pos:R:3:forces:R:3
C 1.663772 -0.894330 0.003043 0.304 0.724 -0.636
O -0.453798 1.401064 0.489380 -0.449 1.389 0.440
P 1.169873 -2.148202 0.786818 -0.656 -1.010 0.731
P -1.299495 0.730810 -0.723856 -0.552 2.307 -0.331
I -2.443810 -0.947148 0.431677 -0.613 -1.389 1.012
H -0.276820 -0.010806 -1.132174 1.519 -1.316 -1.161
H 2.453262 -0.430369 -0.559022 0.020 0.278 0.014
H -0.812985 2.298979 0.704132 0.427 -0.985 -0.070
```
Positions in Å, forces in eV/Å.

---

The following is a quantum chemistry calculation of one molecule with the formula CH3IOS at a distorted geometry, from OMol25.

- total charge = 0
- gap between HOMO and LUMO (spin up / spin down) (eV) = 7.675 / 8.147
- HOMO level (spin up / spin down) (eV) = -8.47 / -8.38

Geometry as XYZ:
```
7
Properties=species:S:1:pos:R:3:forces:R:3
C -0.868299 0.047580 -0.511451 0.372 -0.426 -0.223
O 0.727426 0.220880 1.384254 -1.336 0.079 0.307
S 2.036831 0.462232 0.735204 1.745 -0.288 0.317
I 0.669268 -0.418459 -1.749897 -0.737 -0.027 -0.383
H -1.423406 -0.775443 -0.101418 0.079 -0.149 0.104
H -1.366840 0.984049 -0.669173 0.084 0.294 0.006
H 2.676521 -0.776040 0.784868 -0.206 0.518 -0.128
```
Positions in Å, forces in eV/Å.